Below is a 7-piece molecular cluster, C54H103N8O8 overall in a non-equilibrium geometry, with properties calculated with the ωB97M-V functional and the def2-TZVPD basis.

The geometry in XYZ format:
```
173
Properties=species:S:1:pos:R:3:lowdin_charge:R:1
C 21.50781 17.08469 14.90034 0.067
N 20.99456 15.74906 14.45547 -0.055
C 21.56535 15.16627 13.38740 0.034
C 21.00779 14.05162 12.82016 0.046
C 19.88946 13.45645 13.34514 -0.105
C 19.42608 13.94508 14.58125 0.074
C 20.04240 15.07338 15.10483 0.021
C 19.09825 12.47657 12.54967 -0.103
C 18.27702 11.48874 13.13336 0.060
C 17.65182 10.56646 12.29827 0.031
N 17.78538 10.68044 10.94675 -0.064
C 18.65953 11.55356 10.36816 0.044
C 19.33586 12.37798 11.20006 0.028
C 17.10298 9.74444 9.98460 0.069
H 21.38108 17.79359 14.08210 0.103
H 22.56487 16.84438 15.01428 0.111
H 21.07415 17.37753 15.85652 0.091
H 22.41480 15.68556 12.96887 0.164
H 21.50028 13.67263 11.93686 0.145
H 18.60623 13.52509 15.14503 0.106
H 19.63972 15.63452 15.93511 0.126
H 18.12510 11.52355 14.20205 0.124
H 17.09458 9.70846 12.64427 0.153
H 18.59825 11.64654 9.29391 0.169
H 19.94556 13.03805 10.60091 0.142
H 16.34562 9.18373 10.53242 0.106
H 17.84279 9.08224 9.53484 0.132
H 16.59887 10.41375 9.28746 0.114
C 15.79647 20.10314 16.77464 0.032
N 15.17630 19.66096 15.50373 -0.046
C 15.29709 20.38681 14.33708 0.075
C 14.74612 19.91003 13.16161 0.042
C 14.09338 18.71896 13.13307 -0.154
C 13.98867 17.96236 14.32187 0.057
C 14.46144 18.51116 15.53673 0.034
C 13.49013 18.27078 11.87543 -0.101
C 14.09558 18.54934 10.58380 0.097
C 13.51484 17.93173 9.46951 0.023
N 12.30319 17.40392 9.51811 -0.071
C 11.66131 17.27876 10.73096 0.038
C 12.20592 17.67880 11.90026 0.040
C 11.66425 16.83955 8.33825 0.044
H 15.02453 20.17825 17.54052 0.122
H 16.22105 21.09250 16.60433 0.108
H 16.56738 19.41770 17.12673 0.083
H 15.95878 21.23656 14.41763 0.153
H 15.00486 20.54050 12.32379 0.147
H 13.52709 16.99493 14.45394 0.105
H 14.49550 17.95580 16.46237 0.149
H 15.03951 19.07406 10.59217 0.124
H 14.00732 17.87104 8.51025 0.164
H 10.73556 16.73138 10.63217 0.154
H 11.74759 17.61158 12.87588 0.139
H 10.64759 16.48180 8.50110 0.121
H 12.30234 16.03027 7.98329 0.121
H 11.59211 17.56923 7.53174 0.132
C 12.00486 11.69751 11.23351 -0.011
C 11.65365 11.99037 12.74328 -0.095
N 12.87928 12.44658 13.61012 -0.244
C 13.90562 11.32289 13.54791 -0.006
C 13.50647 13.76352 13.13083 -0.139
C 14.71515 14.32734 13.96215 -0.050
C 12.49765 12.60370 15.15048 -0.064
C 11.58191 11.53872 15.79681 -0.147
O 10.18907 11.71472 15.38531 -0.175
C 9.46607 12.63763 16.20535 -0.072
H 12.81887 10.97367 11.19425 0.068
H 12.36739 12.60225 10.74554 0.069
H 11.08632 11.25122 10.85244 0.110
H 11.27338 11.10115 13.24605 0.128
H 10.96218 12.78884 13.01239 0.132
H 14.40839 11.29901 12.58108 0.082
H 13.43632 10.34358 13.64179 0.128
H 14.74623 11.62030 14.17483 0.080
H 12.73081 14.51389 12.97787 0.124
H 13.86368 13.45517 12.14828 0.112
H 15.19557 15.14239 13.42086 0.069
H 15.43753 13.54233 14.18583 0.056
H 14.31474 14.79232 14.86302 0.062
H 12.07744 13.60554 15.06184 0.122
H 13.41500 12.74340 15.72238 0.103
H 11.65125 11.57898 16.88386 0.131
H 12.10949 10.60352 15.60930 0.127
H 8.44341 12.77423 15.85377 0.111
H 9.92471 13.61347 16.36492 0.082
H 9.29083 12.22137 17.19738 0.101
C 20.20119 18.52573 21.46292 -0.028
C 19.50703 19.67025 20.66322 -0.084
N 20.01293 19.86773 19.09840 -0.187
C 19.75109 18.53200 18.30987 0.011
C 19.20646 21.10114 18.56759 -0.110
C 19.68232 21.41699 17.12332 -0.067
C 21.54089 20.14937 19.08518 -0.066
C 21.92836 21.55347 19.64670 -0.159
O 21.70571 21.64218 21.06588 -0.191
C 22.15564 22.87132 21.53086 -0.096
H 20.00024 17.58503 20.95028 0.052
H 19.86522 18.43919 22.49623 0.108
H 21.27952 18.63683 21.34908 0.078
H 19.58722 20.64466 21.14508 0.117
H 18.43506 19.49926 20.56445 0.113
H 20.37717 17.74156 18.72378 0.092
H 19.99587 18.64489 17.25373 0.067
H 18.68368 18.32105 18.37499 0.086
H 19.37064 21.96480 19.21198 0.134
H 18.17942 20.80650 18.35200 0.104
H 20.76334 21.41258 16.98378 0.047
H 19.36913 22.41308 16.81054 0.100
H 19.21575 20.72304 16.42414 0.044
H 21.84521 20.09730 18.03982 0.087
H 21.98349 19.25662 19.52700 0.126
H 21.41731 22.35184 19.10863 0.120
H 23.00408 21.69984 19.54918 0.141
H 22.38998 22.85298 22.59522 0.113
H 21.32547 23.55702 21.36130 0.101
H 23.04382 23.33869 21.10564 0.104
C 18.53180 15.09540 18.82222 -0.073
O 18.16278 14.12230 17.84127 -0.196
C 16.78676 14.37649 17.46904 -0.161
C 15.69173 13.74644 18.42770 -0.061
N 16.02887 12.41935 19.05890 0.048
H 16.25766 11.62814 18.47430 0.174
H 16.79546 12.71003 19.64876 0.165
C 15.05200 11.82617 20.05553 -0.064
C 15.65549 10.63858 20.84159 -0.176
O 16.29231 9.66027 20.03120 -0.210
C 16.35865 8.36603 20.60363 -0.062
H 19.44487 14.80016 19.33916 0.117
H 17.72175 15.30115 19.52192 0.096
H 18.66435 16.04586 18.30534 0.056
H 16.65593 13.90970 16.49278 0.097
H 16.64560 15.45730 17.46457 0.116
H 14.78145 13.45021 17.90641 0.119
H 15.53883 14.37281 19.30655 0.136
H 14.13612 11.67996 19.48292 0.131
H 14.76155 12.65194 20.70502 0.141
H 14.94508 10.15762 21.51397 0.147
H 16.38974 11.01835 21.55205 0.137
H 17.26352 7.89553 20.21902 0.101
H 15.47979 7.85234 20.21397 0.106
H 16.52562 8.32240 21.67988 0.110
C 24.61900 19.09969 15.84528 -0.050
O 23.65494 19.41115 14.84036 -0.249
C 23.03064 20.68128 14.95740 -0.189
C 22.00255 21.07096 13.89225 -0.047
N 22.60370 20.77527 12.47722 0.123
H 23.39046 21.38062 12.29102 0.183
H 22.94100 19.82638 12.40021 0.154
C 21.63487 20.89808 11.25003 -0.063
C 20.94056 22.22993 11.13334 -0.166
O 20.20137 22.78155 12.27313 -0.195
C 18.99407 22.06426 12.67190 -0.084
H 25.21003 18.27594 15.44499 0.110
H 24.04854 18.99808 16.76850 0.086
H 25.33023 19.91778 15.95922 0.105
H 23.93986 21.28077 14.91239 0.142
H 22.55925 20.77465 15.93576 0.101
H 21.79199 22.13225 14.02425 0.140
H 20.99693 20.66355 13.99643 0.107
H 20.89691 20.09670 11.21372 0.122
H 22.33521 20.72661 10.43258 0.145
H 20.28243 22.31124 10.26827 0.143
H 21.64132 23.02601 10.88175 0.144
H 19.00954 20.98536 12.51750 0.059
H 18.17759 22.45612 12.06535 0.090
H 18.83423 22.35291 13.71076 0.086
C 17.77729 17.47560 13.13563 -0.013
C 17.98361 18.10018 14.51721 -0.834
O 17.65971 17.44621 15.49810 -0.062
O 18.52932 19.20845 14.54087 -0.056
H 18.71008 17.22004 12.63294 0.067
H 17.12316 18.09046 12.51745 0.058
H 17.25122 16.53090 13.27311 0.042
```

net charge: +7
E_LUMO: -15.739 eV
DFT total energy: -85884.2731 eV